Record 1
A 5-piece molecular cluster, C30H73N3 overall. Source: the Open Molecules 2025 dataset; level of theory: ωB97M-V/def2-TZVPD.

The relative energy (zero: lowest compared OMol25 entry of this formula, charge and spin) comes out at 109.2 kcal/mol. The value obtained for the max |F| is 0.2712 hartree/bohr. As for the calculated total energy: -36748.7758 eV. For the orbital gap, the calculation gives 0.32729 hartree. For the LUMO energy, the calculation gives 0.771 eV. As for the SMILES: CCN(CC)CC.CCN(CC)CC.CCN(CC)CC.CCCCCC.CCCCCC.

The geometry in ORCA input format:
```
! wB97M-V def2-TZVPD RIJCOSX def2/J DEFGRID3
* xyz 0 1
C 1.27773 0.73860 -3.03247
C 0.04873 0.89560 -4.01747
N -0.70527 -0.36540 -4.24347
C -1.24927 -0.96840 -3.02147
C -2.27427 -0.18940 -2.20047
C -1.67427 -0.26940 -5.30847
C -0.88527 -0.12540 -6.62847
H 1.08573 0.37160 -1.99547
H 1.97873 1.60060 -2.84447
H 1.93473 -0.22440 -3.32547
H 0.52973 1.17060 -4.86747
H -0.92627 1.60860 -3.65647
H -0.50727 -1.17040 -2.22747
H -1.52627 -1.89840 -3.13647
H -3.20027 0.10160 -2.69647
H -1.86927 0.80660 -1.71447
H -2.73827 -0.69040 -1.36847
H -2.52427 0.49960 -5.18547
H -2.32327 -1.27640 -5.25647
H -0.64027 0.86560 -6.82247
H -1.69627 -0.36740 -7.39247
H 0.08673 -0.76140 -6.46547
C -1.32327 3.70660 1.77853
C -1.60427 2.18460 2.16553
N -0.57327 1.07960 1.74353
C 0.86773 1.32660 2.18553
C 1.13573 1.42760 3.65453
C -1.23727 -0.19040 1.92253
C -0.35127 -1.25940 1.04953
H -1.31727 3.95060 0.62253
H -0.31627 3.98060 2.35153
H -2.14127 4.34760 2.18053
H -2.45027 1.74660 1.43653
H -1.83627 2.11360 3.26753
H 1.23273 2.27860 1.92653
H 1.47673 0.49860 1.80853
H 0.86173 0.58960 4.26753
H 0.57473 2.29360 4.12453
H 2.05873 1.55860 3.84953
H -2.27827 -0.15540 1.65053
H -1.23927 -0.36340 2.96853
H -0.08527 -0.42240 0.20753
H -1.17127 -2.01140 0.74953
H 0.45073 -1.76840 1.48253
C 6.14673 -1.40840 2.90853
C 5.09873 -2.34940 2.27653
N 4.15173 -2.88140 3.31253
C 2.62673 -2.97740 2.97253
C 2.28073 -3.98940 1.91353
C 4.62673 -4.09240 3.93953
C 4.14973 -4.17040 5.36853
H 7.12073 -2.01440 3.30353
H 5.70173 -0.72740 3.68753
H 6.64873 -0.92940 1.96753
H 5.60273 -3.08640 1.80253
H 4.58573 -1.62740 1.46553
H 2.28673 -1.92440 2.98453
H 2.16873 -3.29640 3.72353
H 1.15073 -3.95940 1.68653
H 2.32073 -5.03540 2.37153
H 2.85773 -4.11640 1.09853
H 5.59173 -3.95240 3.82653
H 4.63073 -4.98640 3.46153
H 3.16473 -4.46840 5.19153
H 4.24773 -3.22340 5.79653
H 4.61973 -4.89540 6.00253
C -8.80927 -2.74840 -3.70347
C -7.75827 -2.43240 -2.55747
C -7.09827 -1.06240 -2.60847
C -5.88827 -0.86540 -1.82547
C -6.27927 -0.52340 -0.38547
C -5.18527 -0.39740 0.61853
H -8.45527 -2.51640 -4.59647
H -9.71427 -2.23740 -3.34347
H -9.36527 -3.83040 -3.67347
H -7.20027 -3.35840 -2.72347
H -8.33027 -2.41340 -1.56747
H -7.72327 -0.23540 -2.67747
H -6.97627 -0.87740 -3.60947
H -5.19127 -0.00140 -2.30447
H -5.40927 -1.55440 -2.08447
H -6.90427 -1.33240 -0.11347
H -6.84427 0.33260 -0.36147
H -4.56427 -1.20540 0.60753
H -5.35227 -0.51540 1.75253
H -4.76227 0.41260 0.27953
C 5.77173 1.78560 1.01953
C 4.45573 1.63560 0.47553
C 3.84173 2.72160 -0.44747
C 3.49073 3.94660 0.35053
C 2.40173 4.75660 -0.47847
C 2.03173 6.05660 0.14553
H 6.40873 2.27760 0.20653
H 6.23273 0.90360 1.16653
H 5.57773 2.23760 1.96553
H 3.58573 1.40060 1.23553
H 4.54673 0.61560 -0.24747
H 2.93773 2.30860 -0.72747
H 4.45273 2.92860 -1.39247
H 4.43173 4.61360 0.55953
H 3.10973 3.68860 1.24553
H 1.44073 4.20260 -0.59247
H 2.76573 5.00960 -1.61047
H 1.53173 6.01360 1.09353
H 1.19673 6.39860 -0.57947
H 2.88373 6.70760 0.44153
*
```

Atomic partial charges in e from the Mulliken method, atoms 1 to 4:
1. C -0.855
2. C -0.348
3. N 0.158
4. C -1.574

=====

Record 2
A 11-piece molecular cluster, C30H74O18 overall. Source: the Open Molecules 2025 dataset; level of theory: ωB97M-V/def2-TZVPD.

The value obtained for the max |F| is 0.0647 hartree/bohr. As for the calculated total energy: -69159.1634 eV. For the orbital gap, the calculation gives 0.36505 hartree. For the LUMO energy, the calculation gives 0.304 eV. As for the SMILES: C1CCOC1.C1CCOC1.C1CCOC1.C1CCOC1.OCCO.OCCO.OCCO.OCCO.OCCO.OCCO.OCCO.

The geometry in ORCA input format:
```
! wB97M-V def2-TZVPD RIJCOSX def2/J DEFGRID3
* xyz 0 1
C -8.95917 -12.49578 14.39056
C -7.44722 -12.09718 14.02628
C -7.67878 -10.97874 13.01671
O -9.02681 -11.07617 12.60504
C -9.84104 -11.47286 13.68030
H -9.02908 -12.56676 15.47296
H -9.16146 -13.46223 13.96173
H -7.09681 -13.01687 13.59158
H -6.96365 -11.84600 14.96503
H -7.08001 -11.08900 12.05644
H -7.45232 -9.94988 13.36779
H -10.79234 -11.83086 13.29830
H -10.09153 -10.66057 14.39169
C -14.38464 -10.35808 15.58539
C -14.24364 -11.34730 14.41209
C -13.30400 -12.40519 15.07598
O -12.38016 -11.68720 15.91109
C -13.18528 -10.65937 16.55145
H -15.27794 -10.54856 16.07625
H -14.48033 -9.31847 15.31355
H -13.68693 -11.04536 13.54071
H -15.13139 -11.89229 14.12967
H -12.76034 -13.00466 14.34503
H -13.86097 -13.11745 15.76589
H -12.50451 -9.78313 16.64530
H -13.55121 -10.94418 17.54950
C -13.21940 -14.74638 10.43150
C -12.11987 -15.77123 10.60829
C -11.67615 -15.45566 12.00714
O -12.93765 -15.32571 12.71189
C -13.90997 -14.86341 11.75177
H -13.89821 -14.95855 9.61050
H -12.78877 -13.77787 10.31730
H -11.30946 -15.65143 9.89699
H -12.53476 -16.81092 10.53608
H -11.13556 -14.47905 11.89621
H -11.07493 -16.23575 12.44720
H -14.34873 -13.90150 12.16078
H -14.76486 -15.52966 11.77767
C -14.39283 -11.06166 9.95882
C -13.91876 -10.13675 8.76989
C -14.71375 -8.83222 9.04432
O -15.66274 -9.13223 10.05259
C -15.05456 -10.06824 10.92701
H -13.60722 -11.59182 10.50015
H -15.17963 -11.74140 9.76009
H -14.30734 -10.60489 7.85373
H -12.83459 -9.99263 8.69419
H -15.18835 -8.28732 8.21026
H -13.97233 -8.14285 9.50468
H -15.81855 -10.54502 11.57944
H -14.32555 -9.52545 11.54444
O -11.25398 -18.51044 7.77213
C -10.11313 -17.62679 7.63987
C -10.42073 -16.31384 6.94130
O -9.28980 -15.46966 7.05757
H -12.04908 -18.04123 8.04232
H -9.74212 -17.47055 8.60139
H -9.35857 -18.12436 7.04601
H -11.30469 -15.88960 7.38894
H -10.64507 -16.48570 5.91026
H -9.19042 -15.50533 7.99206
O -8.06873 -16.36227 11.65561
C -7.97273 -17.80555 11.75726
C -9.30333 -18.45121 11.52249
O -10.10230 -18.47069 12.66689
H -8.19049 -15.96320 12.53321
H -7.31769 -18.07600 10.93400
H -7.52212 -18.10509 12.69621
H -9.16178 -19.47645 11.23028
H -9.80517 -17.96472 10.65868
H -10.96271 -18.82649 12.45949
O -17.01135 -14.73148 7.85908
C -17.59527 -13.97596 8.91192
C -17.23575 -14.82591 10.15441
O -17.41166 -14.02696 11.34180
H -17.46797 -14.55035 7.05766
H -17.14580 -12.95356 8.98590
H -18.68692 -13.94227 8.88404
H -16.19771 -15.17436 10.08613
H -17.93559 -15.65386 10.28958
H -16.63123 -13.44824 11.32780
O -9.08614 -14.56906 9.81555
C -8.38978 -13.33047 9.99907
C -9.06730 -12.19130 9.24397
O -9.02880 -12.43050 7.86071
H -8.61849 -15.19367 10.42835
H -8.51468 -13.11487 11.08968
H -7.31105 -13.39933 9.67295
H -8.46849 -11.27339 9.46767
H -10.13692 -12.11642 9.56430
H -9.28990 -13.29125 7.65947
O -14.87738 -18.26599 9.05071
C -14.92236 -17.53794 7.80731
C -16.21168 -17.86717 7.09071
O -17.27113 -17.60793 7.89967
H -15.83530 -18.21019 9.27469
H -14.87908 -16.42690 8.02458
H -13.96058 -17.74643 7.29018
H -16.16199 -18.95403 6.87314
H -16.26179 -17.43217 6.08477
H -17.31507 -16.64751 8.02846
O -8.19318 -16.13548 14.65151
C -8.94545 -15.68356 15.78157
C -10.41951 -15.73511 15.37070
O -10.94418 -16.98889 15.06499
H -7.44008 -16.66660 14.96617
H -8.78967 -16.41294 16.59550
H -8.67617 -14.68508 16.15159
H -10.58839 -15.10750 14.52162
H -11.01464 -15.33077 16.19185
H -10.41060 -17.43977 14.35979
O -12.57881 -18.54647 13.06837
C -13.93235 -18.75234 12.80304
C -14.59091 -19.71478 13.77786
O -14.71271 -19.21547 15.08497
H -12.42903 -17.92525 13.80734
H -14.50732 -17.84980 12.75803
H -14.03630 -19.20244 11.76101
H -14.03029 -20.68702 13.80663
H -15.64389 -19.99435 13.54880
H -13.85047 -19.10265 15.51928
*
```

Atomic partial charges in e from the Mulliken method, atoms 1 to 4:
1. C 0.972
2. C -0.741
3. C -0.412
4. O -0.398